*a*
The following is a quantum chemistry calculation of 2 unconnected molecules or ions with the total composition C3H10OS, from the OMol25 dataset.

ORCA input file:
```
! RIJCOSX wB97M-V def2-TZVPD def2/J DEFGRID3
* xyz 0 1
H 2.245 1.374 1.750
H 1.480 0.684 0.252
C 1.464 1.465 1.013
H -2.117 -0.304 -1.630
H -0.174 -1.967 -1.408
C -0.668 -1.496 -0.568
C -1.284 -0.146 -0.955
H -1.569 0.408 -0.062
H -1.223 -3.566 0.482
H -0.009 -1.436 0.283
O 1.517 2.738 0.379
H -0.492 0.389 -1.475
S -2.016 -2.644 -0.075
H 0.474 1.360 1.474
H 2.371 3.142 0.541
*
```

LUMO level in eV: 0.8
HOMO-LUMO gap in eV: 9.811
SMILES: CCS.CO
Highest occupied orbital energy in eV: -8.98

Löwdin atomic charge list, values in e, 2 entries: number 1, H, carries 0.0763; number 2, H, carries 0.0614

*b*
The following is a quantum chemistry calculation of 2 unconnected molecules or ions with the total composition C3H10OS, from the OMol25 dataset.

ORCA input file:
```
! RIJCOSX wB97M-V def2-TZVPD def2/J DEFGRID3
* xyz 0 1
S -0.807 -1.714 2.049
H 0.944 1.197 -0.842
H 0.461 -1.674 -0.521
H -0.834 -0.585 -0.627
H -1.895 2.047 -0.970
H 1.291 -0.539 1.381
H -1.969 2.430 0.398
O -1.339 1.969 -0.179
H -0.254 0.467 1.349
C 1.178 0.175 -1.109
C 0.141 -0.726 -0.328
H -0.398 -2.599 1.082
H 2.173 -0.008 -0.724
H 1.135 -0.024 -2.153
C 0.172 -0.417 1.194
*
```

LUMO level in eV: 0.6
HOMO-LUMO gap in eV: 9.288
SMILES: CCCS.O
Highest occupied orbital energy in eV: -8.74

Löwdin atomic charge list, values in e, 2 entries: number 1, S, carries 0.6710; number 2, H, carries 0.0510

*c*
The following is a quantum chemistry calculation of 2 unconnected molecules or ions with the total composition C3H10OS, from the OMol25 dataset.

ORCA input file:
```
! RIJCOSX wB97M-V def2-TZVPD def2/J DEFGRID3
* xyz 0 1
H 0.206 1.565 0.214
H -0.134 -4.399 4.605
H 0.113 -3.027 5.065
C -0.777 1.469 -0.247
H 1.299 -0.010 -0.698
H -1.340 2.222 0.305
C 1.091 -0.263 -1.735
H -1.176 0.469 -0.128
H -1.564 1.487 -2.257
H -0.733 2.954 -1.713
H 0.370 -1.078 -1.751
S 0.719 1.229 -2.676
H 2.044 -0.664 -2.085
O 0.561 -3.824 4.848
C -0.680 1.870 -1.748
*
```

LUMO level in eV: 0.8
HOMO-LUMO gap in eV: 9.270
SMILES: CCSC.O
Highest occupied orbital energy in eV: -8.44

Löwdin atomic charge list, values in e, 2 entries: number 1, H, carries 0.0599; number 2, H, carries 0.0096

Most stable = *c*

*a*
The following is a quantum chemistry calculation of a molecular structure, C4H6N2OS, from the OMol25 dataset.

ORCA input file:
```
! RIJCOSX wB97M-V def2-TZVPD def2/J DEFGRID3
* xyz 0 1
H -1.892 0.179 1.469
C 0.669 -0.473 -0.544
N -0.548 0.952 -0.095
S -1.750 0.718 -1.287
N 0.239 -0.983 -1.520
C -0.966 -0.652 -2.172
H -1.043 1.698 1.776
H 1.246 -0.321 1.424
C 1.709 -0.398 0.423
H -0.237 0.246 1.906
O -1.238 -1.012 -3.283
C -0.920 0.731 1.274
H 2.352 0.557 0.306
H 2.378 -1.242 0.323
*
```

LUMO level in eV: 0.2
HOMO-LUMO gap in eV: 8.795
Highest occupied orbital energy in eV: -8.62

Löwdin atomic charge list, values in e, 2 entries: number 1, H, carries 0.0922; number 2, C, carries -0.2185

*b*
The following is a quantum chemistry calculation of C4H6N2OS in the gas phase, from the OMol25 dataset.

ORCA input file:
```
! RIJCOSX wB97M-V def2-TZVPD def2/J DEFGRID3
* xyz 0 1
N -0.013 2.148 2.187
S -1.355 -1.706 0.144
H -0.352 3.103 1.948
C 1.032 -0.919 -0.605
C 0.642 0.478 -1.086
H 0.017 2.464 -0.502
H 0.527 0.253 1.587
O 0.710 0.675 -2.290
H 2.118 -1.161 -0.787
N 0.313 -1.838 -0.122
H -0.109 1.838 3.145
C 0.272 1.482 -0.114
C 0.278 1.249 1.218
H -1.643 -0.509 -0.313
*
```

LUMO level in eV: 0.5
HOMO-LUMO gap in eV: 9.412
SMILES: N/C=C/C(=O)/C=N\S
Highest occupied orbital energy in eV: -8.91

Löwdin atomic charge list, values in e, 2 entries: number 1, N, carries 0.0831; number 2, S, carries 0.7399

*c*
The following is a quantum chemistry calculation of C4H6N2OS in the gas phase, from the OMol25 dataset.

ORCA input file:
```
! RIJCOSX wB97M-V def2-TZVPD def2/J DEFGRID3
* xyz 0 1
O -1.209 -1.773 0.138
C 0.140 0.822 -0.822
H 0.086 0.957 -3.457
C 0.191 0.546 0.574
C 0.555 -0.821 1.073
H -0.121 1.845 -1.134
H 0.646 -1.153 -1.470
H 0.494 -0.679 -3.731
N -0.081 -1.907 0.930
C 0.399 -0.139 -1.775
H 1.422 -0.897 1.681
N 0.392 0.086 -3.111
S -0.071 1.690 1.735
H -1.610 -2.625 0.218
*
```

LUMO level in eV: -0.2
HOMO-LUMO gap in eV: 7.938
SMILES: N/C=C/C(=S)/C=N\O
Highest occupied orbital energy in eV: -8.16

Löwdin atomic charge list, values in e, 2 entries: number 1, O, carries -0.0512; number 2, C, carries -0.1606

Most stable = *b*

*a*
The following is a quantum chemistry calculation of a molecular structure, C4H6N2OS, from the OMol25 dataset.

ORCA input file:
```
! RIJCOSX wB97M-V def2-TZVPD def2/J DEFGRID3
* xyz 0 1
N 0.752 -0.487 -0.178
H 1.087 2.925 -0.201
H -0.648 2.379 -0.295
C -0.709 -0.823 0.012
H -0.809 -1.855 0.139
C 1.084 0.841 -0.038
C 1.535 -1.471 -0.219
H 2.136 0.781 -0.022
N -1.597 0.085 0.071
H -4.101 0.155 0.932
C 0.488 2.075 -0.031
O 2.780 -1.398 0.144
H 1.128 -2.449 -0.194
S -3.125 -0.757 -0.120
*
```

LUMO level in eV: -0.1
HOMO-LUMO gap in eV: 9.045
Highest occupied orbital energy in eV: -9.14

Löwdin atomic charge list, values in e, 2 entries: number 1, N, carries -0.0461; number 2, H, carries 0.0235

*b*
The following is a quantum chemistry calculation of C4H6N2OS in the gas phase, from the OMol25 dataset.

ORCA input file:
```
! RIJCOSX wB97M-V def2-TZVPD def2/J DEFGRID3
* xyz 0 1
H 1.316 2.037 1.913
O -2.645 -1.185 -2.755
H -0.263 1.357 2.535
C 1.013 -0.899 -0.518
N -0.019 0.917 0.588
N -1.354 -1.334 -0.634
C -0.043 -1.410 -1.099
H 1.941 0.485 0.899
H -0.391 2.683 1.316
S -2.717 -1.292 -1.369
H 1.924 -1.226 -1.080
C 0.182 1.863 1.716
H 0.041 -2.256 -1.831
C 1.015 0.261 0.319
*
```

LUMO level in eV: -0.7
HOMO-LUMO gap in eV: 8.421
Highest occupied orbital energy in eV: -9.12

Löwdin atomic charge list, values in e, 2 entries: number 1, H, carries 0.0992; number 2, O, carries -0.4829

*c*
The following is a quantum chemistry calculation of C4H6N2OS in the gas phase, from the OMol25 dataset.

ORCA input file:
```
! RIJCOSX wB97M-V def2-TZVPD def2/J DEFGRID3
* xyz 0 1
N 1.487 -0.085 0.123
C 0.971 -1.340 0.001
S 3.209 0.130 -0.136
H -2.519 0.262 1.005
H -1.177 -2.015 -0.120
C 0.497 0.957 -0.110
N -0.623 0.140 -0.140
H -2.071 1.558 -0.164
H 1.567 -2.216 0.169
C -1.975 0.491 0.056
C -0.428 -1.332 -0.300
O 0.649 2.143 -0.180
H -2.692 -0.118 -0.796
H 3.105 1.425 0.593
*
```

LUMO level in eV: 0.7
HOMO-LUMO gap in eV: 8.793
SMILES: Cn1ccn(S)c1=O
Highest occupied orbital energy in eV: -8.13

Löwdin atomic charge list, values in e, 2 entries: number 1, N, carries -0.4174; number 2, C, carries -0.1663

*d*
The following is a quantum chemistry calculation of C4H6N2OS in the gas phase, from the OMol25 dataset.

ORCA input file:
```
! RIJCOSX wB97M-V def2-TZVPD def2/J DEFGRID3
* xyz 0 1
C 0.317 0.022 -0.424
H 0.044 -1.858 -0.384
O -1.090 -1.507 1.101
N -1.023 1.664 0.804
C -0.954 0.432 -1.198
H 1.093 -1.503 0.784
C 0.205 1.159 0.623
S 1.855 -0.191 -1.271
H -1.030 -1.247 2.282
H 0.810 1.243 1.477
N -1.612 1.386 -0.543
H 2.452 1.213 -1.225
H -1.107 0.405 -2.396
C 0.042 -1.218 0.370
*
```

LUMO level in eV: -0.2
HOMO-LUMO gap in eV: 9.407
SMILES: OCC1(S)C=NN=C1
Highest occupied orbital energy in eV: -9.60

Löwdin atomic charge list, values in e, 2 entries: number 1, C, carries -0.8242; number 2, H, carries 0.0603

Most stable = *c*

*a*
The following is a quantum chemistry calculation of C4H6N2OS in the gas phase, from the OMol25 dataset.

ORCA input file:
```
! RIJCOSX wB97M-V def2-TZVPD def2/J DEFGRID3
* xyz 0 1
S 2.265 -1.286 -1.559
C -1.078 1.900 0.231
C 1.628 -1.245 0.039
H 0.505 0.430 1.268
H -1.114 1.202 0.978
C 0.446 -0.284 0.269
H -1.328 -1.101 -0.748
N -0.521 1.656 -0.833
O -1.291 -1.959 1.291
H 2.009 -1.959 0.901
H -1.834 2.759 0.424
N 0.121 0.391 -1.061
H 1.114 0.794 -1.581
C -0.921 -1.297 0.381
*
```

LUMO level in eV: -1.1
HOMO-LUMO gap in eV: 8.058
SMILES: C=NN[C@@H](C=O)C=S
Highest occupied orbital energy in eV: -9.16

Löwdin atomic charge list, values in e, 2 entries: number 1, S, carries 0.6418; number 2, C, carries -0.1078

*b*
The following is a quantum chemistry calculation of C4H6N2OS in the gas phase, from the OMol25 dataset.

ORCA input file:
```
! RIJCOSX wB97M-V def2-TZVPD def2/J DEFGRID3
* xyz 0 1
H -1.115 -2.359 0.811
H -1.947 1.473 -0.433
N 1.256 1.040 0.708
N 1.748 -0.291 -1.635
H -0.579 -0.943 1.845
H 0.917 -0.008 -2.181
O 2.995 -0.711 0.516
C -0.814 -1.346 0.852
H -1.944 -1.027 -0.913
C -1.121 0.824 -0.140
S 1.923 -0.016 -0.111
H 0.035 2.571 0.462
C -1.301 -0.658 -0.139
C -0.052 1.450 0.357
*
```

LUMO level in eV: -0.2
HOMO-LUMO gap in eV: 8.905
SMILES: C=C/C=C\N=S(=N)=O
Highest occupied orbital energy in eV: -9.08

Löwdin atomic charge list, values in e, 2 entries: number 1, H, carries 0.0510; number 2, H, carries 0.1018

Most stable = *b*

*a*
The following is a quantum chemistry calculation of 2 unconnected molecules or ions with the total composition C2H3N2O3, from the OMol25 dataset.

ORCA input file:
```
! RIJCOSX wB97M-V def2-TZVPD def2/J DEFGRID3
* xyz -1 1
H -1.028 0.844 -0.443
O 1.900 1.100 -1.547
O -0.657 -2.651 1.393
H 1.219 -0.696 0.558
C -0.043 0.577 -0.398
O 0.339 2.569 -1.410
C 0.224 -0.380 0.501
H -1.731 -1.313 0.892
N -1.017 -1.469 1.640
N 0.794 1.419 -1.186
*
```

LUMO level in eV: 3.7
HOMO-LUMO gap in eV: 6.843
Highest occupied orbital energy in eV: -3.13

Löwdin atomic charge list, values in e, 2 entries: number 1, H, carries 0.0554; number 2, O, carries 0.0337

*b*
The following is a quantum chemistry calculation of 2 unconnected molecules or ions with the total composition C2H3N2O3, from the OMol25 dataset.

ORCA input file:
```
! RIJCOSX wB97M-V def2-TZVPD def2/J DEFGRID3
* xyz -1 1
H 1.362 -2.252 0.647
N -0.919 0.272 -0.188
O -3.098 -0.168 -0.163
H 0.116 -1.313 0.077
O 0.824 -2.050 -0.168
O 2.574 0.705 -0.221
C 1.382 0.842 -0.214
N -2.201 0.689 -0.167
C 0.125 1.168 -0.003
H -0.164 2.109 0.401
*
```

LUMO level in eV: 3.8
HOMO-LUMO gap in eV: 6.920
Highest occupied orbital energy in eV: -3.15

Löwdin atomic charge list, values in e, 2 entries: number 1, H, carries 0.0340; number 2, N, carries -0.1176

Most stable = *b*

*a*
The following is a quantum chemistry calculation of a gas-phase ion, C3H6N (charge +1), from the OMol25 dataset.

ORCA input file:
```
! RIJCOSX wB97M-V def2-TZVPD def2/J DEFGRID3
* xyz 1 1
H 0.974 -0.891 0.778
N -1.654 -0.489 0.870
H -1.439 -0.086 -0.990
C 0.614 -0.279 -0.124
H 1.709 1.431 0.368
H 0.761 -0.915 -0.953
H -1.632 -0.927 1.750
C 1.040 0.981 -0.368
C -1.007 -0.382 -0.116
H 0.633 1.556 -1.216
*
```

LUMO level (spin up / spin down) in eV: -7.3 / -7.3
HOMO-LUMO gap (spin up / spin down) in eV: 7.760 / 7.763
Highest occupied orbital energy (spin up / spin down) in eV: -15.05 / -15.05

Löwdin atomic charge list, values in e, 2 entries: number 1, H, carries 0.1701; number 2, N, carries 0.2551

*b*
The following is a quantum chemistry calculation of a gas-phase ion, C3H6N (charge +1), from the OMol25 dataset.

ORCA input file:
```
! RIJCOSX wB97M-V def2-TZVPD def2/J DEFGRID3
* xyz 1 1
C -0.907 0.183 -0.070
H 1.711 -0.453 -0.201
H -0.142 0.389 1.848
H 0.075 -0.802 -1.676
C -0.835 -0.394 -1.261
H -1.770 0.804 0.128
H 2.083 0.432 1.454
H -1.777 -0.492 -1.774
C 1.412 0.118 0.663
N 0.150 0.216 0.888
*
```

LUMO level in eV: -6.2
HOMO-LUMO gap in eV: 9.224
SMILES: C=C[NH+]=C
Highest occupied orbital energy in eV: -15.39

Löwdin atomic charge list, values in e, 2 entries: number 1, C, carries -0.1273; number 2, H, carries 0.1242

Most stable = *b*